w.
Formula: BH20O8
Source: the Open Molecules 2025 dataset
Level of theory: ωB97M-V/def2-TZVPD

Each atom is followed by the atoms it is bonded to, with distances in Å.
Positions of all 29 atoms, in Å:
1 B -1.04 -1.00 0.38  H2 1.231, H3 1.284, H4 1.247, H5 1.267
2 H -1.19 -1.06 1.60  B1 1.231
3 H 0.09 -0.49 0.07  B1 1.284
4 H -1.13 -2.14 -0.13  B1 1.247
5 H -1.99 -0.32 -0.11  B1 1.267
6 O -2.77 2.81 -0.91  H7 0.930, H8 0.975
7 H -2.71 1.94 -0.56  O6 0.930
8 H -2.51 3.38 -0.16  O6 0.975
9 O 1.53 -2.00 2.45  H10 0.956, H11 0.987
10 H 1.94 -2.55 1.78  O9 0.956
11 H 0.58 -1.88 2.19  O9 0.987
12 O 1.60 -2.63 -1.45  H13 0.966, H14 0.964
13 H 0.91 -2.18 -0.95  O12 0.966
14 H 1.91 -3.16 -0.70  O12 0.964
15 O 0.41 2.32 1.36  H16 0.958, H17 0.980
16 H 0.35 1.80 0.55  O15 0.958
17 H -0.48 2.35 1.76  O15 0.980
18 O 3.44 -0.83 0.35  H19 0.949, H20 0.942
19 H 2.80 -1.21 -0.23  O18 0.949
20 H 4.28 -0.67 -0.05  O18 0.942
21 O 1.73 0.49 -2.16  H22 0.966, H23 0.951
22 H 2.00 1.41 -2.27  O21 0.966
23 H 1.16 0.42 -1.40  O21 0.951
24 O -1.94 1.73 2.52  H25 0.939, H26 0.926
25 H -1.49 1.62 3.34  O24 0.939
26 H -1.94 0.86 2.21  O24 0.926
27 O -1.75 0.61 -3.38  H28 0.923, H29 0.938
28 H -2.08 -0.21 -3.62  O27 0.923
29 H -1.72 0.59 -2.45  O27 0.938

## Properties
total charge	-1
HOMO	-0.2443	Ha
orbital gap	9.7	eV

***

x.
Formula: BH20O8
Source: the Open Molecules 2025 dataset
Level of theory: ωB97M-V/def2-TZVPD

Each atom is followed by the atoms it is bonded to, with distances in Å.
Positions of all 29 atoms, in Å:
1 B -6.55 9.24 4.09  H2 1.079, H3 1.079, H4 1.079, H5 1.079
2 H -5.67 8.99 3.51  B1 1.079
3 H -6.50 8.74 5.04  B1 1.079
4 H -6.75 10.30 4.18  B1 1.079
5 H -7.39 8.78 3.59  B1 1.079
6 O -7.16 10.74 7.57  H7 0.957, H8 0.957
7 H -6.95 10.27 6.76  O6 0.957
8 H -7.58 11.55 7.28  O6 0.957
9 O -4.15 6.58 5.09  H10 0.957, H11 0.957
10 H -3.85 6.98 5.90  O9 0.957
11 H -4.76 7.21 4.71  O9 0.957
12 O -5.77 8.21 0.29  H13 0.957, H14 0.957
13 H -4.94 8.61 0.03  O12 0.957
14 H -5.97 8.60 1.14  O12 0.957
15 O -5.91 12.02 1.34  H16 0.957, H17 0.957
16 H -6.33 11.56 2.07  O15 0.957
17 H -5.01 12.15 1.62  O15 0.957
18 O -2.21 9.68 1.90  H19 0.957, H20 0.957
19 H -2.98 9.66 2.47  O18 0.957
20 H -1.86 10.57 2.01  O18 0.957
21 O -8.31 6.35 5.96  H22 0.957, H23 0.957
22 H -7.94 7.04 5.41  O21 0.957
23 H -7.98 6.55 6.84  O21 0.957
24 O -9.93 9.87 1.10  H25 0.957, H26 0.957
25 H -9.59 10.04 0.22  O24 0.957
26 H -9.21 9.43 1.55  O24 0.957
27 O -7.99 5.01 1.05  H28 0.957, H29 0.957
28 H -7.16 5.39 1.32  O27 0.957
29 H -8.40 5.69 0.52  O27 0.957

## Properties
total charge	-1
HOMO	-0.2408	Ha
orbital gap	9.2	eV

***

Energies relative to the most stable structure are w 0.0; x 18.5, reported in kcal/mol.

***

w.
Formula: C5H5Br
Source: the Open Molecules 2025 dataset
Level of theory: ωB97M-V/def2-TZVPD

Each atom is followed by the atoms it is bonded to, with distances in Å.
Positions of all 11 atoms, in Å:
1 C -0.91 -0.04 -0.70  C2 1.307, C3 1.532, C5 1.506
2 C -2.02 0.17 -1.36  C1 1.307
3 C 0.55 0.38 -0.89  C1 1.532, C4 1.518, H7 1.125, H8 1.034
4 C 0.74 0.32 0.62  C3 1.518, C5 1.584, H9 1.060, H10 1.107
5 C -0.64 -0.45 0.73  C1 1.506, C4 1.584, Br6 1.977, H11 1.120
6 Br -0.35 -2.38 1.04  C5 1.977
7 H 0.95 -0.35 -1.65  C3 1.125
8 H 0.77 1.31 -1.27  C3 1.034
9 H 1.60 -0.18 0.98  C4 1.060
10 H 0.66 1.36 0.99  C4 1.107
11 H -1.37 -0.13 1.51  C5 1.120

## Properties
total charge	0
HOMO	-0.3690	Ha
orbital gap	9.2	eV

***

x.
Formula: C5H5Br
Source: the Open Molecules 2025 dataset
Level of theory: ωB97M-V/def2-TZVPD

Each atom is followed by the atoms it is bonded to, with distances in Å.
Positions of all 11 atoms, in Å:
1 C -1.59 0.72 -0.37  C2 1.253, H7 1.049, H8 1.016
2 C -0.42 1.18 -0.45  C1 1.253, C3 1.301
3 C 0.86 1.00 -0.38  C2 1.301, C4 1.392, H9 1.199
4 C 1.18 -0.17 0.30  C3 1.392, C5 1.362, H10 1.023
5 C 0.29 -1.19 0.49  C4 1.362, Br6 1.901, H11 1.056
6 Br 0.78 -2.82 1.33  C5 1.901
7 H -2.24 1.08 0.37  C1 1.049
8 H -2.09 0.30 -1.15  C1 1.016
9 H 1.73 1.74 -0.75  C3 1.199
10 H 2.17 -0.40 0.45  C4 1.023
11 H -0.68 -1.42 0.16  C5 1.056

## Properties
SMILES	C=C=C/C=C/Br
total charge	0
HOMO	-0.3070	Ha
orbital gap	8.9	eV

***

y.
Formula: C5H5Br
Source: the Open Molecules 2025 dataset
Level of theory: ωB97M-V/def2-TZVPD

Each atom is followed by the atoms it is bonded to, with distances in Å.
Positions of all 11 atoms, in Å:
1 C 0.22 1.68 0.13  C2 1.211, C3 1.425
2 C -0.46 2.52 -0.40  C1 1.211
3 C 0.92 0.44 0.19  C1 1.425, C4 1.563, H7 1.094, H8 1.120
4 C 0.08 -0.73 -0.44  C3 1.563, C5 1.487, H9 1.051, H10 1.083
5 C -1.08 -1.01 0.45  C4 1.487, Br6 1.849, H11 1.077
6 Br -2.52 0.10 0.10  C5 1.849
7 H 1.76 0.40 -0.52  C3 1.094
8 H 1.40 0.24 1.18  C3 1.120
9 H -0.12 -0.28 -1.37  C4 1.051
10 H 0.71 -1.60 -0.53  C4 1.083
11 H -0.93 -1.76 1.21  C5 1.077

## Properties
total charge	0
HOMO (alpha / beta)	-0.3144 / -0.3551	Ha
orbital gap (alpha / beta)	6.0 / 8.8	eV

***

Energies relative to the most stable structure are w 25.2; x 0.0; y 78.2, reported in kcal/mol.

***

w.
Formula: C4H4O3S
Source: the Open Molecules 2025 dataset
Level of theory: ωB97M-V/def2-TZVPD

Each atom is followed by the atoms it is bonded to, with distances in Å.
Positions of all 12 atoms, in Å:
1 O -0.52 -2.32 0.82  C2 1.197
2 C -0.26 -1.16 0.96  O1 1.197, S3 1.818, C4 1.561
3 S 0.77 -0.68 2.38  C2 1.818, H9 1.351
4 C -0.92 -0.03 0.11  C2 1.561, O5 1.420, O8 1.382, H10 1.054
5 O -0.91 -0.44 -1.26  C4 1.420, C6 1.438
6 C 0.35 0.08 -1.70  O5 1.438, C7 1.354, H11 1.056
7 C 0.76 1.05 -0.85  C6 1.354, O8 1.425, H12 1.073
8 O -0.19 1.14 0.21  C4 1.382, C7 1.425
9 H 0.47 0.64 2.35  S3 1.351
10 H -1.84 0.18 0.57  C4 1.054
11 H 0.68 -0.14 -2.68  C6 1.056
12 H 1.63 1.68 -0.90  C7 1.073

## Properties
SMILES	O=C(S)C1OC=CO1
total charge	0
HOMO	-0.3320	Ha
orbital gap	9.6	eV

***

x.
Formula: C4H4O3S
Source: the Open Molecules 2025 dataset
Level of theory: ωB97M-V/def2-TZVPD

Each atom is followed by the atoms it is bonded to, with distances in Å.
Positions of all 12 atoms, in Å:
1 O 2.58 0.66 1.11  C2 1.194
2 C 2.94 0.48 -0.02  O1 1.194, O3 1.369, H9 1.085
3 O 2.16 0.13 -1.08  C2 1.369, C4 1.365
4 C 0.82 -0.07 -1.00  O3 1.365, C5 1.348, H10 1.062
5 C 0.02 0.01 0.08  C4 1.348, C6 1.463, H11 1.084
6 C -1.42 -0.25 -0.06  C5 1.463, O7 1.338, S8 1.641
7 O -1.79 -0.56 -1.31  C6 1.338, H12 0.954
8 S -2.49 -0.17 1.18  C6 1.641
9 H 3.97 0.58 -0.36  C2 1.085
10 H 0.42 -0.34 -1.95  C4 1.062
11 H 0.39 0.24 1.07  C5 1.084
12 H -2.74 -0.71 -1.30  O7 0.954

## Properties
SMILES	O=CO/C=C/C(O)=S
total charge	0
HOMO	-0.3317	Ha
orbital gap	8.6	eV

***

Energies relative to the most stable structure are w 25.5; x 0.0, reported in kcal/mol.

***

w.
Formula: CH2N2O2
Source: the Open Molecules 2025 dataset
Level of theory: ωB97M-V/def2-TZVPD

Each atom is followed by the atoms it is bonded to, with distances in Å.
Positions of all 7 atoms, in Å:
1 C -1.05 -1.26 2.19  O4 1.129
2 N 1.09 0.75 -1.96  O5 1.289, H7 1.025
3 N -0.28 0.91 -0.21  O5 1.290, H6 1.027
4 O -0.79 -0.81 3.18  C1 1.129
5 O 0.34 0.19 -1.07  N2 1.289, N3 1.290
6 H -0.81 0.24 0.37  N3 1.027
7 H 1.49 -0.01 -2.51  N2 1.025

## Properties
total charge	0
HOMO (alpha / beta)	-0.3658 / -0.3659	Ha
orbital gap (alpha / beta)	9.9 / 9.8	eV

***

x.
Formula: CH2N2O2
Source: the Open Molecules 2025 dataset
Level of theory: ωB97M-V/def2-TZVPD

Each atom is followed by the atoms it is bonded to, with distances in Å.
Positions of all 7 atoms, in Å:
1 C -0.64 -0.65 0.89  N2 1.221, H6 1.158, H7 1.140
2 N -1.00 -0.58 -0.27  C1 1.221
3 N 0.72 0.75 -1.09  O4 1.210, O5 1.148
4 O 0.77 0.55 -2.28  N3 1.210
5 O 1.11 1.28 -0.15  N3 1.148
6 H -1.18 -1.34 1.64  C1 1.158
7 H 0.23 -0.02 1.25  C1 1.140

## Properties
total charge	0
HOMO (alpha / beta)	-0.3384 / -0.3538	Ha
orbital gap (alpha / beta)	8.9 / 9.4	eV

***

Energies relative to the most stable structure are w 0.0; x 11.6, reported in kcal/mol.